1.
The following is a DFT calculation (ωB97M-V/def2-TZVPD) of a gas-phase ion, C5H13N2 (charge +1) at a distorted geometry.

Cartesian coordinates (Å):
C  -1.5217  1.0528  1.0225
C  2.5572  -0.4346  0.3844
C  -1.6008  -1.2629  0.4918
C  -1.1733  0.2843  -1.3193
C  1.5277  0.6844  0.0979
N  0.4351  0.0138  0.5764
N  -0.9802  0.0367  0.0890
H  -1.8958  0.6839  2.0072
H  -1.2308  2.0949  1.0375
H  2.7643  -0.3906  1.4742
H  2.4371  -1.3904  0.0194
H  3.4628  0.0479  -0.1166
H  -1.0812  -1.5721  1.4527
H  -2.6360  -1.2266  0.4522
H  -1.1679  -1.9208  -0.2789
H  -1.3246  1.2940  -1.5301
H  -0.4341  0.0575  -1.9983
H  -2.1236  -0.1248  -1.6635
H  1.9826  1.5778  0.7439
H  1.4270  1.0689  -0.9465

The value obtained for the HOMO energy (spin up / spin down) is -0.5277 / -0.5234 Ha. Its molar mass is 101.17 g mol⁻¹. The value obtained for the relative energy (zero: lowest compared OMol25 entry of this formula, charge and spin) is 175.3 kcal/mol. As for the charge: +1. The HOMO-LUMO gap (spin up / spin down) is 9.053 / 9.169 eV. The value obtained for the electronic energy is -8363.2069 eV.

2.
The following is a DFT calculation (ωB97M-V/def2-TZVPD) of a gas-phase ion, C5H13N2 (charge +1) at a distorted geometry.

Cartesian coordinates (Å):
C  -0.1589  -1.2560  -1.2744
C  -0.3222  -1.1851  0.2396
C  0.0306  0.0934  0.9773
C  -0.2360  1.3022  0.4657
N  -1.0221  1.5865  -0.6235
C  0.4966  -0.0975  2.3845
N  0.9969  -0.3721  -1.7344
H  -1.0035  -1.0694  -1.9160
H  0.1095  -2.2839  -1.4665
H  0.3071  -1.9598  0.6623
H  -1.3223  -1.5516  0.5138
H  0.1215  2.1944  0.9589
H  -0.9200  2.5038  -1.0083
H  -1.7851  0.9969  -0.8825
H  1.4448  -0.6306  2.4798
H  -0.2611  -0.6560  2.9358
H  0.6318  0.8607  2.8855
H  1.7901  -0.8925  -2.1088
H  1.3411  0.0758  -0.8751
H  0.6811  0.2895  -2.4412

The value obtained for the HOMO energy is -0.4427 Ha. The structure (SMILES) is C/C(=C/N)CC[NH3+]. Its molar mass is 101.17 g mol⁻¹. The value obtained for the relative energy (zero: lowest compared OMol25 entry of this formula, charge and spin) is 38.5 kcal/mol. As for the charge: +1. The HOMO-LUMO gap is 8.671 eV. The value obtained for the electronic energy is -8369.1427 eV.

3.
The following is a DFT calculation (ωB97M-V/def2-TZVPD) of a gas-phase ion, C5H13N2 (charge +1) at a distorted geometry.

Cartesian coordinates (Å):
C  -2.4780  -0.8568  0.2873
C  -1.0297  -0.6082  -0.1161
C  -0.6028  0.8687  -0.0734
C  0.9138  1.0761  0.1431
C  1.6227  0.2581  -0.9178
N  1.5633  -1.1317  -0.6150
N  1.2618  0.6416  1.5020
H  -3.1739  -0.2683  -0.4368
H  -2.7701  -1.8974  0.2202
H  -2.6944  -0.5331  1.3277
H  -0.8590  -1.0118  -1.1310
H  -0.3351  -1.2221  0.5033
H  -0.8843  1.3465  -1.0343
H  -1.1303  1.3725  0.7227
H  0.8546  -0.2586  -1.5638
H  2.4377  -1.5793  -0.9542
H  2.5464  0.7317  -1.3292
H  2.0191  1.1811  1.9467
H  1.6111  -0.3200  1.4159
H  1.1271  2.2110  0.1028

The value obtained for the HOMO energy is -0.5290 Ha. Its molar mass is 101.17 g mol⁻¹. The value obtained for the relative energy (zero: lowest compared OMol25 entry of this formula, charge and spin) is 160.5 kcal/mol. As for the charge: +1. The HOMO-LUMO gap is 5.985 eV. The value obtained for the electronic energy is -8363.8491 eV.

4.
The following is a DFT calculation (ωB97M-V/def2-TZVPD) of a gas-phase ion, C5H13N2 (charge +1) at a distorted geometry.

Cartesian coordinates (Å):
C  -1.8366  -0.6105  0.0163
C  -1.0727  -0.8469  -1.2916
C  0.4082  -0.3536  -1.3888
N  2.5529  0.3973  1.6169
C  1.5484  -0.1424  0.9085
C  0.9399  0.4345  -0.1838
N  -1.9731  0.8948  0.1687
H  -2.8516  -1.0068  0.0599
H  -1.2162  -1.0092  0.8118
H  -1.6944  -0.5133  -2.1302
H  -1.0156  -1.9506  -1.2472
H  1.0450  -1.2211  -1.5709
H  0.5753  0.3548  -2.1934
H  2.8465  -0.0449  2.4699
H  2.8979  1.3157  1.3967
H  1.0640  -1.0493  1.2719
H  0.9713  1.5243  -0.2006
H  -1.0835  1.2105  0.6110
H  -2.6948  1.0337  0.8885
H  -2.4050  1.3686  -0.6223

The value obtained for the HOMO energy is -0.4176 Ha. The structure (SMILES) is N/C=C/CCC[NH3+]. Its molar mass is 101.17 g mol⁻¹. The value obtained for the relative energy (zero: lowest compared OMol25 entry of this formula, charge and spin) is 59.0 kcal/mol. As for the charge: +1. The HOMO-LUMO gap is 8.042 eV. The value obtained for the electronic energy is -8368.2537 eV.

5.
The following is a DFT calculation (ωB97M-V/def2-TZVPD) of a gas-phase ion, C5H13N2 (charge +1) at a distorted geometry.

Cartesian coordinates (Å):
C  2.4665  -0.8601  -0.0033
C  1.5417  -0.2844  1.0593
C  0.7846  1.0358  0.6723
C  -0.5113  0.8032  -0.1606
N  -2.6237  0.0397  -1.6407
C  -2.5089  -0.4435  -0.3984
N  -1.6018  -0.0098  0.4627
H  1.9348  -1.0896  -0.9902
H  2.9701  -1.7976  0.4797
H  3.2535  -0.0464  -0.1556
H  2.0345  0.0080  2.0207
H  0.8470  -1.1414  1.4324
H  1.4912  1.5895  0.1410
H  0.3120  1.5404  1.6547
H  -0.9706  1.8216  -0.4128
H  -0.1064  0.4233  -1.2063
H  -1.8932  0.7201  -1.9042
H  -2.9797  -0.5359  -2.3570
H  -3.0767  -1.2752  0.0151
H  -1.3637  -0.4977  1.2913

The value obtained for the HOMO energy is -0.5439 Ha. The structure (SMILES) is CCCC/[NH+]=C\N. Its molar mass is 101.17 g mol⁻¹. The value obtained for the relative energy (zero: lowest compared OMol25 entry of this formula, charge and spin) is 49.1 kcal/mol. As for the charge: +1. The HOMO-LUMO gap is 10.912 eV. The value obtained for the electronic energy is -8368.6813 eV.

6.
The following is a DFT calculation (ωB97M-V/def2-TZVPD) of a gas-phase ion, C5H13N2 (charge +1) at a distorted geometry.

Cartesian coordinates (Å):
C  -0.4554  -1.7852  2.0558
C  -0.3769  -0.5777  1.1517
C  -0.7302  -0.9055  -0.2855
C  -0.7833  0.2866  -1.2089
C  0.3692  0.8464  -1.5932
N  0.6228  2.2080  -1.7937
N  1.0379  0.0215  1.1898
H  0.3210  -2.5142  1.7915
H  -0.2964  -1.5930  3.1158
H  -1.3771  -2.3304  1.8583
H  -0.9415  0.2755  1.5381
H  -0.0274  -1.6497  -0.6939
H  -1.6438  -1.5033  -0.2910
H  -1.7269  0.8218  -1.2662
H  1.2428  0.2782  -1.9113
H  -0.1968  2.7849  -1.6287
H  0.9705  2.4256  -2.7227
H  1.0018  0.9597  0.7831
H  1.3890  0.0206  2.1474
H  1.7082  -0.4897  0.6088

The value obtained for the HOMO energy is -0.4577 Ha. The structure (SMILES) is C[C@@H]([NH3+])C/C=C/N. Its molar mass is 101.17 g mol⁻¹. The value obtained for the relative energy (zero: lowest compared OMol25 entry of this formula, charge and spin) is 41.7 kcal/mol. As for the charge: +1. The HOMO-LUMO gap is 9.248 eV. The value obtained for the electronic energy is -8369.0030 eV.

7.
The following is a DFT calculation (ωB97M-V/def2-TZVPD) of a molecular structure, C5H13N2O at a distorted geometry.

Cartesian coordinates (Å):
C  1.1282  -0.8936  -0.4926
N  2.1942  0.0948  -0.9914
C  1.5200  0.3734  -3.6235
O  1.0964  -0.5520  -4.3307
C  0.5570  -0.5805  0.8582
C  -0.7618  0.1766  0.8399
C  -1.5393  0.3755  2.2268
N  -3.0742  0.5190  2.2763
H  0.4970  -0.9767  -1.3830
H  1.6481  -1.8777  -0.4267
H  1.8881  1.0235  -0.6914
H  1.5859  1.3937  -4.0272
H  1.8079  0.0285  -2.4525
H  0.2890  -1.5816  1.3684
H  1.2229  -0.0647  1.5474
H  -0.4862  1.1763  0.4731
H  -1.4382  -0.2438  0.0646
H  -0.9335  1.1040  2.7722
H  -2.4251  1.2353  1.6980
H  -3.3806  -0.1513  1.5708
H  -1.3958  -0.5788  2.7233

The value obtained for the HOMO energy is -0.0646 Ha. Its molar mass is 117.17 g mol⁻¹. The value obtained for the relative energy (zero: lowest compared OMol25 entry of this formula, charge and spin) is 126.2 kcal/mol. As for the charge: -1. The HOMO-LUMO gap is 5.411 eV. The value obtained for the electronic energy is -10418.2257 eV.

8.
The following is a DFT calculation (ωB97M-V/def2-TZVPD) of 2 unconnected molecules or ions with the total composition C5H13N2O.

Cartesian coordinates (Å):
C  -2.1204  -0.4981  -1.2723
C  -1.8683  0.7801  -1.5990
N  -2.9804  1.5919  -2.0466
N  -1.2252  -1.4612  -0.8619
H  -3.1511  -0.8378  -1.3300
H  -0.8789  1.2207  -1.5781
H  -2.8408  1.9543  -2.9709
H  -3.2569  2.3117  -1.3951
H  -1.7116  -2.2780  -0.5359
H  -0.3488  -1.1868  -0.3236
C  2.0009  -1.0770  0.9942
O  1.0581  -0.5645  0.1521
C  2.1342  -0.1976  2.2654
C  2.5188  1.2262  1.9003
H  2.9938  -1.1903  0.5040
H  1.7386  -2.0954  1.3739
H  2.8418  -0.5975  3.0088
H  1.1402  -0.1901  2.7235
H  2.5134  1.8882  2.7748
H  1.8300  1.6096  1.1489
H  3.5280  1.2499  1.4709

The value obtained for the HOMO energy is -0.1132 Ha. Its molar mass is 117.17 g mol⁻¹. The value obtained for the relative energy (zero: lowest compared OMol25 entry of this formula, charge and spin) is 17.8 kcal/mol. As for the charge: -1. The HOMO-LUMO gap is 7.202 eV. The value obtained for the electronic energy is -10422.9273 eV.

9.
The following is a DFT calculation (ωB97M-V/def2-TZVPD) of a molecular structure, C5H13N2O at a distorted geometry.

Cartesian coordinates (Å):
C  0.2674  1.0677  -0.2212
N  0.2639  1.2308  1.2548
C  1.3113  0.7951  1.9082
O  2.1611  -0.0843  1.5676
C  -0.8106  0.1534  -0.7820
C  -0.7282  -1.3017  -0.3410
C  -1.9515  -2.1263  -0.4238
N  -0.7044  0.2357  -2.5234
H  0.1975  2.0144  -0.7876
H  1.2267  0.6235  -0.5051
H  2.6191  2.2974  -0.3186
H  2.6737  2.5743  -1.0480
H  1.2852  1.1565  3.0114
H  -1.5757  0.5512  0.0167
H  -0.4736  -1.2820  0.7980
H  0.2733  -1.5885  -0.6951
H  -1.7342  -3.2261  -0.2732
H  -2.3666  -2.2068  -1.4563
H  -2.7610  -2.0212  0.2669
H  -1.3822  0.8215  -1.6975
H  -1.1724  -0.6790  -2.6258

The value obtained for the HOMO energy is -0.1295 Ha. Its molar mass is 117.17 g mol⁻¹. The value obtained for the relative energy (zero: lowest compared OMol25 entry of this formula, charge and spin) is 108.8 kcal/mol. As for the charge: -1. The HOMO-LUMO gap is 7.179 eV. The value obtained for the electronic energy is -10418.9789 eV.

10.
The following is a DFT calculation (ωB97M-V/def2-TZVPD) of a gas-phase ion, C5H13N2O (charge -1) at a distorted geometry.

Cartesian coordinates (Å):
N  1.3036  -2.0821  2.3529
C  0.7316  -1.5205  1.1166
C  -0.0822  -0.1557  1.3090
N  -0.9775  -0.0918  0.1659
C  0.8895  0.9368  -1.1811
C  -0.5045  0.3300  -1.1695
C  -1.4351  1.4424  -1.8336
O  -0.9026  2.1144  -2.8577
H  1.6599  -1.3945  2.9962
H  0.7881  -2.8531  2.7458
H  0.0082  -2.2651  0.7261
H  1.4596  -1.3512  0.3252
H  0.6118  0.6932  1.4181
H  -0.7420  -0.3458  2.1691
H  -1.8409  0.4421  0.3860
H  1.0447  1.2654  -2.2068
H  0.8781  1.9080  -0.6799
H  1.7611  0.3744  -0.8912
H  -0.6482  -0.5340  -1.8366
H  -1.6319  2.1598  -1.0065
H  -2.3716  0.9273  -2.0480

The value obtained for the HOMO energy is -0.0867 Ha. The structure (SMILES) is C[C@H](C[O-])NCCN. Its molar mass is 117.17 g mol⁻¹. The value obtained for the relative energy (zero: lowest compared OMol25 entry of this formula, charge and spin) is 33.7 kcal/mol. As for the charge: -1. The HOMO-LUMO gap is 5.965 eV. The value obtained for the electronic energy is -10422.2385 eV.

11.
The following is a DFT calculation (ωB97M-V/def2-TZVPD) of 2 unconnected molecules or ions with the total composition C5H13N2O.

Cartesian coordinates (Å):
C  2.2380  -1.6695  0.4941
C  1.3999  -1.9033  1.5129
N  1.8499  -2.6588  2.6666
N  1.9525  -1.0511  -0.6780
H  3.2561  -2.0353  0.6059
H  0.3703  -1.5684  1.4583
H  1.3238  -3.5215  2.7609
H  1.6874  -2.1384  3.5178
H  2.7292  -0.7323  -1.2243
H  1.0021  -0.6340  -0.9035
C  -0.9630  1.0794  -1.8938
O  -0.4181  0.0624  -1.1849
C  -1.4549  2.2285  -0.9968
C  -2.4149  1.7388  0.0839
H  -1.8305  0.7446  -2.5144
H  -0.2458  1.5376  -2.6154
H  -1.9355  3.0319  -1.5804
H  -0.5696  2.6599  -0.5266
H  -2.6501  2.5373  0.7901
H  -1.9745  0.8864  0.5934
H  -3.3522  1.4059  -0.3659

The value obtained for the HOMO energy is -0.1124 Ha. Its molar mass is 117.17 g mol⁻¹. The value obtained for the relative energy (zero: lowest compared OMol25 entry of this formula, charge and spin) is 15.9 kcal/mol. As for the charge: -1. The HOMO-LUMO gap is 7.154 eV. The value obtained for the electronic energy is -10423.0111 eV.

12.
The following is a DFT calculation (ωB97M-V/def2-TZVPD) of a gas-phase ion, C5H13N2O (charge -1) at a distorted geometry.

Cartesian coordinates (Å):
N  0.9714  -1.7200  1.9068
C  0.0987  -1.4501  0.6672
C  -1.2954  -0.6335  1.0214
C  0.9980  -0.8621  -0.4231
N  0.2642  -0.1012  -1.5181
C  0.4831  1.3105  -1.6280
C  -0.4886  2.2909  -0.8129
O  -0.4377  2.1015  0.5829
H  0.7731  -0.9477  2.6318
H  0.6431  -2.5292  2.3501
H  -0.4392  -2.4723  0.2775
H  -0.9141  0.3886  1.2758
H  -2.0002  -0.4055  0.2808
H  -1.6814  -1.0232  1.8963
H  1.4371  -1.7563  -0.9486
H  1.8623  -0.2943  -0.0871
H  -0.7205  -0.3909  -1.5552
H  0.6524  1.5062  -2.8118
H  1.4697  1.5850  -1.0975
H  -1.5717  2.0179  -1.0207
H  -0.1042  3.3857  -0.9876

The value obtained for the HOMO energy is -0.0883 Ha. The structure (SMILES) is C[C@H](N)CNCC[O-]. Its molar mass is 117.17 g mol⁻¹. The value obtained for the relative energy (zero: lowest compared OMol25 entry of this formula, charge and spin) is 65.7 kcal/mol. As for the charge: -1. The HOMO-LUMO gap is 6.405 eV. The value obtained for the electronic energy is -10420.8489 eV.